Below is a structure of composition AlH4O2 in a non-equilibrium geometry, with properties calculated with the ωB97M-V functional and the def2-TZVPD basis.

Geometry as ORCA input:
```
! wB97M-V def2-TZVPD RIJCOSX def2/J DEFGRID3
* xyz 3 1
Al -0.63594 -0.68634 1.06770
O 1.95580 -1.57642 0.30939
H 2.50012 -2.39005 0.09045
H 2.36534 -0.83822 -0.21576
O -1.76697 1.55919 -0.35397
H -2.47370 1.53730 -1.06339
H -1.94464 2.39454 0.16558
*
```

Properties
HOMO level: -27.564 eV
Energy relative to the best compared isomer or geometry (same formula, charge and spin): 62.4 kcal per mole
E_tot: -393.64388 Eh

Atom charges from the natural (NBO) analysis, given in e for atoms 1 to 4: 2.02 -0.68 0.60 0.56



Below is an isolated molecule of C5H11N in a non-equilibrium geometry, with properties calculated with the ωB97M-V functional and the def2-TZVPD basis.

Geometry as ORCA input:
```
! wB97M-V def2-TZVPD RIJCOSX def2/J DEFGRID3
* xyz 0 1
C -1.87233 0.51036 -1.09133
C -0.99283 0.43622 0.13911
N -0.51907 -0.88323 0.48710
C 0.46524 -1.53881 -0.35495
C 0.84601 -0.80545 0.90749
C 1.68432 0.69200 0.73955
H -1.99998 1.56527 -1.34960
H -1.39932 0.00646 -1.94249
H -2.86571 0.07182 -0.94376
H -0.03708 0.98855 0.05067
H -1.49914 0.83234 1.02963
H 0.25585 -2.60517 -0.50993
H 0.87829 -1.06086 -1.24417
H 1.09787 -1.31782 1.84991
H 2.62652 0.35490 0.33447
H 1.80022 1.10239 1.74459
H 1.53113 1.65105 0.15372
*
```

Properties
SMILES string: CCN1C[C@H]1C
HOMO level: -8.982 eV
Energy relative to the best compared isomer or geometry (same formula, charge and spin): 66.0 kcal per mole
E_tot: -251.75733 Eh

Atom charges from the natural (NBO) analysis, given in e for atoms 1 to 4: -0.62 -0.24 -0.41 -0.29



Below is the ion C5H10NO with charge +1 in a non-equilibrium geometry, with properties calculated with the ωB97M-V functional and the def2-TZVPD basis.

Geometry as ORCA input:
```
! wB97M-V def2-TZVPD RIJCOSX def2/J DEFGRID3
* xyz 1 1
C -1.83670 1.30900 1.66777
C -0.66326 1.16676 1.06782
C -0.67352 0.22874 -0.09931
C 0.75864 -0.26819 -0.37583
N 1.02494 -0.65628 -1.79584
C 1.25013 -1.47066 0.54660
O 1.80270 -2.37817 0.02037
H -2.72798 0.72823 1.46532
H -2.09714 1.97796 2.47355
H 0.21840 1.76657 1.19912
H -1.43724 -0.55199 -0.17878
H -1.16021 0.77028 -0.92067
H 1.37093 0.60727 -0.12468
H 1.88385 -1.16558 -2.01158
H 1.09873 0.23018 -2.31317
H 0.16515 -1.02747 -2.20771
H 1.02258 -1.26665 1.58703
*
```

Properties
SMILES string: C=CC[C@H]([NH3+])C=O
HOMO level: -13.613 eV
Energy relative to the best compared isomer or geometry (same formula, charge and spin): 57.4 kcal per mole
E_tot: -326.19028 Eh

Atom charges from the natural (NBO) analysis, given in e for atoms 1 to 4: -0.31 -0.24 -0.48 -0.16



Below is a cluster of 2 separate species, C3H6F2O2 in total in a non-equilibrium geometry, with properties calculated with the ωB97M-V functional and the def2-TZVPD basis.

Geometry as ORCA input:
```
! wB97M-V def2-TZVPD RIJCOSX def2/J DEFGRID3
* xyz 0 1
C 0.18846 3.42011 3.53517
C 0.76150 2.36303 2.63927
O 1.87294 1.88806 2.71145
O -0.13914 1.97855 1.69686
H 0.93086 3.72090 4.29345
H -0.70864 3.04027 4.05240
H -0.09442 4.30964 2.94753
H 0.32588 1.28309 1.15639
F 1.91879 -1.06974 -0.71267
C 3.17438 -1.24783 -0.23409
F 3.80377 -2.17736 -0.99376
H 3.73169 -0.29182 -0.26391
H 3.13534 -1.58190 0.82057
*
```

Properties
SMILES string: CC(=O)O.FCF
HOMO level: -10.773 eV
Energy relative to the best compared isomer or geometry (same formula, charge and spin): 0.0 kcal per mole
E_tot: -468.13113 Eh

Atom charges from the natural (NBO) analysis, given in e for atoms 1 to 4: -0.73 0.79 -0.60 -0.69